Model a:
# C8H14N2O

An isolated molecule of C8H14N2O (the ωB97M-V functional and the def2-TZVPD basis, OMol25).

Output
SMILES = Cc1cc(O)n(C(C)C)c1N
net charge = 0
HOMO-LUMO gap = 0.296 Ha
M = 154.21 g/mol
LUMO = 0.76 eV
highest occupied orbital energy = -0.26825 Eh

CARTESIAN COORDINATES (ANGSTROEM)
C 2.6082 1.7047 -1.6081
C 1.5068 0.7372 -1.1778
C 1.2574 -0.5891 -1.5727
C 0.2836 -1.1072 -0.6662
O -0.2830 -2.3911 -0.7342
N -0.2349 -0.0944 0.0778
C -1.2890 -0.2580 1.0596
C -0.8584 -1.1954 2.0912
C -2.5181 -0.7096 0.2659
C 0.5951 1.0222 -0.2207
N 0.4406 2.3048 0.4468
H 3.3416 1.4132 -0.9015
H 3.0747 1.6066 -2.6435
H 2.3976 2.7558 -1.5921
H 1.7559 -1.2586 -2.2866
H 0.4413 -2.9390 -1.0606
H -1.5995 0.7100 1.5842
H -0.8575 -2.2498 1.7904
H -1.5553 -1.0980 2.9955
H 0.1104 -0.9594 2.5169
H -2.2895 -1.5474 -0.4140
H -2.8093 0.0534 -0.4829
H -3.3859 -0.8920 0.8710
H 0.3158 2.1364 1.4618
H -0.4485 2.8447 0.1998

***

Model b:
# C8H14N2O

A 2-piece molecular cluster, C8H14N2O overall (the ωB97M-V functional and the def2-TZVPD basis, OMol25).

Output
SMILES = Cc1cccc[n+]1[O-].CNC
net charge = 0
HOMO-LUMO gap = 0.340 Ha
M = 154.21 g/mol
LUMO = 0.70 eV
highest occupied orbital energy = -0.31454 Eh

CARTESIAN COORDINATES (ANGSTROEM)
C 1.9062 -1.5887 -2.0320
C 1.8994 -1.0438 -0.6994
C 3.0548 -0.0638 -0.4360
C 3.0957 0.6962 0.6619
C 2.1291 0.3697 1.6760
C 1.1556 -0.5764 1.4215
N 0.9862 -1.2523 0.2149
O -0.0210 -2.0053 0.0794
H 1.0306 -1.4299 -2.5953
H 2.1103 -2.6543 -1.9757
H 2.8291 -1.1476 -2.5231
H 3.6733 0.1353 -1.2861
H 3.8231 1.5285 0.8972
H 2.0542 0.9797 2.5957
H 0.4782 -0.8815 2.2838
C -3.3360 0.5170 1.3048
N -2.2641 0.9472 0.3365
C -2.8894 1.4487 -0.8714
H -4.1837 1.2832 1.4813
H -3.9470 -0.3192 0.7432
H -2.7869 0.2262 2.1773
H -1.7542 0.0236 0.0393
H -3.4141 2.3662 -0.5898
H -2.0318 1.5741 -1.5947
H -3.5977 0.8671 -1.3093

***

The computed energies, referenced to the most stable structure and given in kJ/mol, are model a 0.0; model b 250.2.

***

Model a:
# C4H7NO3

An isolated molecule of C4H7NO3 (the ωB97M-V functional and the def2-TZVPD basis, OMol25).

Output
SMILES = CC(=O)O/C(O)=C/N
net charge = 0
HOMO-LUMO gap = 0.299 Ha
M = 117.10 g/mol
LUMO = 0.72 eV
highest occupied orbital energy = -0.27234 Eh

CARTESIAN COORDINATES (ANGSTROEM)
C 2.0822 1.1792 -0.0531
C 1.3043 -0.0998 -0.0671
O 1.5157 -1.0936 -0.6811
O 0.5099 -0.1725 1.3056
C -0.6825 -0.5094 0.7875
O -1.1632 -1.7338 1.1206
C -1.2031 0.1791 -0.2673
N -2.2311 -0.3124 -1.0723
H 3.1397 0.9286 0.0279
H 1.8049 1.8179 0.7784
H 1.9063 1.7084 -0.9896
H -0.4419 -2.2469 1.5103
H -0.9721 1.2258 -0.3831
H -2.9841 0.3365 -1.2493
H -2.5851 -1.2070 -0.7676

***

Model b:
# C4H7NO3

A 2-piece molecular cluster, C4H7NO3 overall (the ωB97M-V functional and the def2-TZVPD basis, OMol25).

Output
SMILES = O=C1CCC1.O=NO
net charge = 0
HOMO-LUMO gap = 0.380 Ha
M = 117.10 g/mol
LUMO = 0.37 eV
highest occupied orbital energy = -0.36648 Eh

CARTESIAN COORDINATES (ANGSTROEM)
O 0.2523 -1.8221 -1.2438
C -0.0680 -0.7701 -0.7394
C -1.1862 -0.3833 0.1943
C -0.3566 0.8477 0.6083
C 0.6946 0.5082 -0.4647
H -1.3751 -1.1262 0.9686
H -2.1239 -0.1550 -0.3048
H -0.8562 1.8019 0.4705
H 0.0287 0.7867 1.6230
H 0.7228 1.2090 -1.2948
H 1.7164 0.3459 -0.1224
O -1.0561 0.7816 -3.6063
N -0.5739 -0.1078 -2.9769
O -0.0159 -1.1080 -3.7031
H 0.3234 -1.7386 -3.0224

***

The computed energies, referenced to the most stable structure and given in kJ/mol, are model a 0.0; model b 202.2.

***

Model a:
# C4H7NO3

A 2-piece molecular cluster, C4H7NO3 overall (the ωB97M-V functional and the def2-TZVPD basis, OMol25).

Output
SMILES = NOC(=O)O.C=C=C
net charge = 0
HOMO-LUMO gap = 0.394 Ha
M = 117.10 g/mol
LUMO = 0.66 eV
highest occupied orbital energy = -0.36914 Eh

CARTESIAN COORDINATES (ANGSTROEM)
N 0.5648 1.9502 -0.8164
O 0.3518 0.7668 -1.5699
C 1.0926 -0.3047 -1.2036
O 1.9398 -0.2963 -0.3496
O 0.9324 -1.2756 -2.1043
H 1.5041 1.8700 -0.4175
H -0.1100 1.9150 -0.0454
H 1.5761 -1.9812 -1.9424
C -1.8839 0.5060 0.6408
C -1.0659 -0.3918 1.1160
C -0.3429 -1.2563 1.7540
H -2.0990 1.4219 1.1705
H -2.4137 0.3527 -0.2874
H 0.7313 -1.2738 1.6503
H -0.7774 -2.0030 2.4047

***

Model b:
# C4H7NO3

An isolated molecule of C4H7NO3 (the ωB97M-V functional and the def2-TZVPD basis, OMol25).

Output
SMILES = NC(=O)[C@]1(O)C[C@@H]1O
net charge = 0
HOMO-LUMO gap = 0.344 Ha
M = 117.10 g/mol
LUMO = 0.66 eV
highest occupied orbital energy = -0.31970 Eh

CARTESIAN COORDINATES (ANGSTROEM)
N 2.2338 -0.4559 -0.1183
C 0.8932 -0.7394 -0.0668
O 0.3741 -1.8342 0.0555
C -0.0146 0.4429 -0.0880
O 0.5343 1.5935 -0.6366
C -1.0833 0.4278 0.9861
C -1.5649 0.1184 -0.4160
O -1.8437 -1.1443 -0.6948
H 2.8380 -1.1878 -0.0816
H 2.5836 0.3358 -0.5366
H 0.4999 2.2056 0.0629
H -1.2732 1.3846 1.4056
H -1.1540 -0.4086 1.6215
H -2.0012 0.8980 -0.9958
H -1.0218 -1.6364 -0.4970

***

Model c:
# C4H7NO3

C4H7NO3 as an isolated structure (the ωB97M-V functional and the def2-TZVPD basis, OMol25).

Output
net charge = 0
HOMO-LUMO gap = 0.358 Ha
M = 117.10 g/mol
LUMO = 0.03 eV
highest occupied orbital energy = -0.35668 Eh

CARTESIAN COORDINATES (ANGSTROEM)
C -0.8170 0.2633 2.0447
C -0.4978 0.2643 0.5123
C -0.0787 1.2660 -0.5055
C 0.4409 0.3519 -1.6160
H -0.0303 -1.7661 2.0213
H -0.2494 1.0230 2.7494
H -1.9254 0.4941 2.2928
H -1.4521 -0.0959 0.4309
H -0.8710 1.7730 -0.9285
H 0.7839 1.8293 0.0719
H 1.7086 -1.6727 -1.1374
N 0.9277 -0.5891 -0.9597
O -0.9408 -1.2874 2.1657
O 0.5021 0.6200 -2.8332
O 0.5959 -0.6244 0.4931

***

Model d:
# C4H7NO3

A 2-piece molecular cluster, C4H7NO3 overall (the ωB97M-V functional and the def2-TZVPD basis, OMol25).

Output
net charge = 0
HOMO-LUMO gap = 0.359 Ha
M = 117.10 g/mol
LUMO = 0.42 eV
highest occupied orbital energy = -0.34350 Eh

CARTESIAN COORDINATES (ANGSTROEM)
C -1.1413 -0.3239 0.6380
C 0.1920 0.3406 0.6296
C 1.4649 -0.3720 0.2280
C 0.9231 0.5613 -0.6785
H -1.0289 -0.8238 -1.3409
H -2.7925 -0.7775 -0.3877
H -0.9793 1.6021 1.7693
H 1.3521 -1.4737 0.0162
H 2.2680 0.0925 0.9371
H 1.5127 1.5185 -0.7072
H 0.8842 -0.5880 -2.2529
N -1.6013 -0.9029 -0.4714
O -1.7414 -0.1007 1.7663
O 0.4030 1.2839 1.7003
O 0.2847 -0.0366 -1.8461

***

The computed energies, referenced to the most stable structure and given in kJ/mol, are model a 173.7; model b 0.0; model c 505.8; model d 332.2.

***

Model a:
# C4H7NO3

An isolated molecule of C4H7NO3 (the ωB97M-V functional and the def2-TZVPD basis, OMol25).

Output
SMILES = N[C@]1(CO)COC1=O
net charge = 0
HOMO-LUMO gap = 0.386 Ha
M = 117.10 g/mol
LUMO = 0.34 eV
highest occupied orbital energy = -0.37371 Eh

CARTESIAN COORDINATES (ANGSTROEM)
N -1.1425 1.0260 -0.6360
C -0.1477 0.3149 0.1202
C 0.5546 -0.5048 -1.0256
O 0.0095 -1.9848 -1.0435
C -0.0306 -0.3543 1.6491
O 1.1886 0.5785 1.9792
C 1.1162 1.1330 0.6406
O 1.5989 2.2396 0.1681
H -1.6558 1.6687 -0.1141
H -2.0134 0.4059 -0.8985
H 1.7096 -0.8545 -0.6569
H 0.3745 0.0269 -2.2098
H -0.8042 -1.9523 -1.6565
H -0.9300 -0.1413 2.2700
H 0.1724 -1.6016 1.4135

***

Model b:
# C4H7NO3

An isolated molecule of C4H7NO3 (the ωB97M-V functional and the def2-TZVPD basis, OMol25).

Output
SMILES = CO[C@@](N)(O)C=C=O
net charge = 0
HOMO-LUMO gap = 0.368 Ha
M = 117.10 g/mol
LUMO = 0.76 eV
highest occupied orbital energy = -0.34005 Eh

CARTESIAN COORDINATES (ANGSTROEM)
C 1.6695 0.2302 0.4206
O 0.6795 0.6488 -0.4902
C -0.7225 0.3820 -0.1762
N -1.1456 0.6921 1.1462
O -1.4359 1.1824 -1.0592
C -0.9796 -1.0970 -0.4472
C -0.0902 -1.8177 -1.0554
O 0.7003 -2.5338 -1.5241
H 2.6284 0.3189 -0.1100
H 1.5196 -0.8124 0.7276
H 1.7018 0.8655 1.3080
H -1.1352 1.6929 1.3048
H -0.6330 0.1962 1.8592
H -0.8003 1.5057 -1.7148
H -1.9568 -1.4536 -0.1892

***

The computed energies, referenced to the most stable structure and given in kJ/mol, are model a 349.4; model b 0.0.